# H16O8

8 unconnected molecules or ions with the total composition H16O8 (ωB97M-V/def2-TZVPD, OMol25).

CARTESIAN COORDINATES (ANGSTROEM)
O -1.6762 2.1744 1.5912
H -1.8437 2.5546 2.4536
H -2.0962 2.7771 0.9776
O -0.2454 0.7396 -0.5491
H -0.5164 1.1372 0.2783
H 0.3863 0.0663 -0.2963
O -1.5796 -1.4774 -1.0661
H -1.2022 -0.6233 -0.8553
H -2.3987 -1.5064 -0.5716
O -1.1204 -0.5421 2.3045
H -1.2702 0.4033 2.3121
H -1.8615 -0.8986 1.8147
O 1.1250 -1.5385 1.4183
H 1.0434 -2.3831 0.9753
H 0.2594 -1.3806 1.7953
O -0.2759 2.6120 -2.6360
H -0.2862 1.9394 -1.9550
H -0.2523 2.1215 -3.4576
O 1.4300 -2.4287 -2.7750
H 2.3434 -2.3611 -2.4970
H 0.9513 -1.8674 -2.1650
O 3.0181 0.5472 0.9135
H 2.2785 -0.0471 1.0393
H 3.7895 -0.0184 0.9504

Force components x, y, z for each atom (eV/Å):
0.05 -0.19 0.07
0.06 0.21 0.31
-0.13 0.16 -0.34
-0.07 0.09 -0.25
-0.06 0.35 0.47
0.68 -0.16 0.25
-0.24 -0.97 -0.05
0.05 0.74 -0.07
-0.27 -0.16 -0.09
-0.23 -0.33 0.36
-0.02 0.37 -0.11
-0.26 -0.13 -0.09
0.80 -0.22 -0.57
0.16 -0.26 -0.20
-0.59 0.46 0.44
-0.12 0.50 -0.27
0.16 -0.34 0.33
0.00 -0.05 -0.22
0.00 -0.15 -0.12
0.27 0.02 0.01
-0.32 0.09 0.11
0.19 0.57 -0.22
-0.25 -0.51 0.25
0.16 -0.10 0.04

Properties
- DFT total energy: -16640.057 eV
- Molar mass: 144.12 g/mol
- Orbital gap: 10.6 eV
- Total charge: 0
- Highest occupied orbital energy: -10.851 eV